Molecular formula: C32H66O8PS
Method: DFT, ωB97M-V/def2-TZVPD

Geometry (Å):
1 C 0.45 -5.24 1.73
2 C 0.66 -3.76 2.02
3 C 2.13 -3.33 1.94
4 C 2.66 -3.31 0.51
5 C 3.91 -2.43 0.32
6 C 3.66 -1.19 -0.55
7 C 4.63 -1.13 -1.73
8 S 4.07 -0.08 -3.09
9 C 3.65 1.47 -2.27
10 C 2.19 1.60 -1.84
11 O 2.16 2.26 -0.61
12 C 1.10 1.75 0.23
13 C 0.92 2.69 1.40
14 O 0.20 2.13 2.48
15 C -0.72 1.15 2.15
16 C -1.91 1.51 1.51
17 C -2.81 0.50 1.17
18 C -2.56 -0.85 1.45
19 C -3.58 -1.90 1.00
20 C -3.03 -3.31 1.16
21 C -3.79 -1.71 -0.52
22 C -4.97 -1.68 1.66
23 C -5.29 -2.34 3.01
24 C -4.16 -2.21 4.05
25 C -5.74 -3.79 2.86
26 C -6.50 -1.57 3.56
27 C -1.38 -1.18 2.11
28 C -0.47 -0.18 2.46
29 C 2.55 -0.87 -3.64
30 P 2.84 -2.01 -5.05
31 O 3.61 -1.39 -6.11
32 O 1.38 -2.37 -5.54
33 O 3.42 -3.37 -4.47
34 H -0.61 -5.45 1.66
35 H 0.89 -5.55 0.79
36 H 0.82 -5.85 2.54
37 H 0.06 -3.16 1.34
38 H 0.31 -3.54 3.02
39 H 2.70 -4.04 2.54
40 H 2.20 -2.35 2.39
41 H 1.86 -3.01 -0.17
42 H 2.92 -4.34 0.25
43 H 4.27 -2.14 1.31
44 H 4.70 -3.04 -0.10
45 H 3.84 -0.31 0.06
46 H 2.62 -1.16 -0.86
47 H 5.56 -0.68 -1.42
48 H 4.84 -2.11 -2.14
49 H 3.97 2.28 -2.92
50 H 4.25 1.50 -1.37
51 H 1.64 2.18 -2.58
52 H 1.71 0.62 -1.76
53 H 1.38 0.75 0.55
54 H 0.19 1.73 -0.37
55 H 1.90 3.01 1.74
56 H 0.41 3.59 1.05
57 H -2.12 2.54 1.30
58 H -3.73 0.78 0.67
59 H -2.69 -3.54 2.16
60 H -3.75 -4.06 0.85
61 H -2.17 -3.43 0.50
62 H -2.82 -1.66 -1.02
63 H -4.32 -2.59 -0.89
64 H -4.41 -0.86 -0.75
65 H -5.72 -1.99 0.94
66 H -5.09 -0.60 1.80
67 H -3.52 -1.35 3.88
68 H -3.57 -3.11 4.11
69 H -4.61 -2.08 5.03
70 H -6.46 -3.84 2.05
71 H -6.24 -4.12 3.77
72 H -4.92 -4.47 2.67
73 H -7.29 -1.53 2.82
74 H -6.86 -2.01 4.49
75 H -6.19 -0.54 3.77
76 H -1.16 -2.20 2.37
77 H 0.45 -0.43 2.97
78 H 1.81 -0.14 -3.94
79 H 2.13 -1.43 -2.80
80 H 0.78 -2.68 -4.85
81 H 3.65 -3.34 -3.53
82 C 1.92 6.78 1.07
83 C 2.99 6.18 1.97
84 O 2.47 5.88 3.26
85 H 1.51 7.69 1.51
86 H 2.33 7.03 0.08
87 H 1.09 6.08 0.93
88 H 3.81 6.89 2.11
89 H 3.41 5.27 1.52
90 H 1.75 5.25 3.16
91 C 1.42 -2.23 -9.94
92 C 0.07 -2.89 -9.72
93 O 0.21 -4.20 -9.17
94 H 2.05 -2.83 -10.59
95 H 1.30 -1.23 -10.37
96 H 1.95 -2.12 -8.99
97 H -0.45 -3.02 -10.67
98 H -0.56 -2.29 -9.06
99 H 0.67 -4.11 -8.33
100 C 0.62 9.20 4.34
101 C -0.56 9.75 3.56
102 O -0.80 9.01 2.36
103 H 1.52 9.22 3.73
104 H 0.80 9.79 5.24
105 H 0.44 8.17 4.64
106 H -0.37 10.78 3.25
107 H -1.47 9.74 4.18
108 H -0.98 8.10 2.62

As for the multiplicity: 1. Its charge is +1. For the highest occupied orbital energy, the calculation gives -11.0 eV.